C5H12N2O | ωB97M-V/def2-TZVPD

## Properties
E, eV: -10405.3404
Structure (SMILES): CO[C@@H](C)/C(C)=N/N
Orbital gap, eV: 9.5
Charge: 0
Energy relative to the best compared isomer or geometry (same formula, charge and spin), eV: 3.0836

Each line ends with the Löwdin charge.
Geometry (Å):
C  1.58  -1.88  0.41  -0.099
O  1.61  -0.75  -0.47  -0.160
C  0.90  0.42  -0.03  -0.366
C  1.26  1.65  -0.93  -0.016
C  -0.56  0.22  -0.05  -0.369
C  -1.37  1.09  0.82  -0.035
N  -1.03  -0.78  -0.71  0.000
N  -2.38  -1.03  -0.77  -0.006
H  0.60  -1.97  0.96  0.089
H  2.35  -1.89  1.13  0.057
H  1.74  -2.82  -0.18  0.097
H  1.20  0.77  1.01  0.158
H  2.28  1.94  -0.76  0.071
H  0.67  2.51  -0.59  0.068
H  1.03  1.40  -1.97  0.093
H  -1.28  2.16  0.54  0.087
H  -2.43  0.93  0.83  0.052
H  -0.98  1.07  1.88  0.105
H  -2.80  -1.11  0.17  0.083
H  -2.40  -1.94  -1.28  0.091

C5H12N2O | ωB97M-V/def2-TZVPD

## Properties
E, eV: -10399.7213
Orbital gap, eV: 9.3
Charge: 0
Energy relative to the best compared isomer or geometry (same formula, charge and spin), eV: 8.7027

Each line ends with the Löwdin charge.
Geometry (Å):
C  -0.97  -1.38  0.60  -0.078
C  0.30  -0.25  0.32  -0.446
C  0.78  -0.37  1.73  -0.124
C  1.33  -1.07  -0.44  -0.092
C  -0.51  1.30  -1.60  -0.351
H  -1.98  -0.91  1.06  0.106
H  -0.83  -2.24  1.33  0.069
H  -1.54  -1.71  -0.34  0.076
H  1.83  0.12  2.05  0.130
H  0.57  -1.49  2.01  0.110
H  0.22  0.43  2.23  0.071
H  1.77  -1.79  0.07  0.020
H  1.13  -1.62  -1.35  0.065
H  2.23  -0.38  -0.87  0.140
H  -1.06  2.87  -0.02  0.285
H  0.00  0.39  -2.22  0.172
H  -0.73  3.01  -2.92  0.146
N  -0.34  0.98  -0.34  -0.148
N  -1.03  2.44  -1.92  -0.011
O  -1.18  1.67  0.60  -0.139

C5H12N2O | ωB97M-V/def2-TZVPD

## Properties
E, eV: -10405.5180
Orbital gap, eV: 8.3
Charge: 0
Energy relative to the best compared isomer or geometry (same formula, charge and spin), eV: 2.9060

Each line ends with the Löwdin charge.
Geometry (Å):
C  -1.23  1.10  0.04  -0.483
C  -1.95  -0.20  -0.35  -0.035
N  -0.08  1.33  -0.92  0.061
O  -0.77  1.13  1.33  -0.068
H  -0.23  0.28  1.54  0.035
H  -1.92  1.95  -0.08  0.137
H  -0.34  1.09  -1.87  0.113
H  0.18  2.31  -0.89  0.115
H  -2.38  -0.12  -1.35  0.076
H  -1.26  -1.03  -0.31  0.061
H  -2.76  -0.37  0.37  0.085
C  1.21  -1.66  0.71  -0.282
C  1.61  -0.96  -0.45  -0.203
C  1.63  0.43  -0.50  -0.054
N  0.63  -1.10  1.73  0.034
H  0.43  -1.74  2.49  0.057
H  1.41  -2.74  0.70  0.104
H  1.93  -1.54  -1.31  0.074
H  1.72  0.95  0.45  0.089
H  2.19  0.90  -1.31  0.084